No. 1
This record from OMol25 describes a molecular structure, CHI2NO. The level of theory is ωB97M-V with the def2-TZVPD basis set.

Summary:
HOMO-LUMO gap: 8.0090 eV
LUMO energy: -1.304 eV
ΔE to the lowest compared entry with this formula, charge and spin: 0.00 kJ/mol
HOMO energy: -9.31 eV

Last column: Mulliken charge in e.
Atoms and positions in Å:
1 C -0.271 0.152 -0.772  0.333
2 N 0.126 -0.096 0.486  -0.542
3 O 0.509 0.315 -1.668  -0.502
4 I 2.152 -0.182 0.782  0.203
5 I -1.149 -0.378 2.039  0.221
6 H -1.367 0.187 -0.868  0.286

***

No. 2
This record from OMol25 describes 2 unconnected molecules or ions with the total composition CHI2P. The level of theory is ωB97M-V with the def2-TZVPD basis set.

Summary:
HOMO-LUMO gap: 9.4498 eV
SMILES: P#CI.I
LUMO energy: 0.116 eV
ΔE to the lowest compared entry with this formula, charge and spin: 57.45 kJ/mol
HOMO energy: -9.33 eV

Last column: Mulliken charge in e.
Atoms and positions in Å:
1 P -1.332 0.223 -1.739  -0.219
2 C 0.136 0.635 -1.534  -0.013
3 I 2.030 1.242 -1.542  0.239
4 I 0.208 -1.609 2.548  -0.109
5 H -1.042 -0.489 2.267  0.101

***

No. 3
This record from OMol25 describes a molecular structure, CHLaO2. The level of theory is ωB97M-V with the def2-TZVPD basis set.

Summary:
HOMO-LUMO gap (alpha / beta): 5.8356 / 7.3420 eV
<S²>: 0.751
spin multiplicity: 2
LUMO energy (alpha / beta): -5.464 / -5.447 eV
ΔE to the lowest compared entry with this formula, charge and spin: 123.80 kJ/mol
total charge: +1
HOMO energy (alpha / beta): -11.30 / -12.79 eV

Last column: Mulliken charge in e.
Atoms and positions in Å:
1 H 1.322 1.719 -0.741  0.524
2 O 0.179 1.210 -0.762  -0.385
3 C 0.723 1.221 0.467  -0.128
4 O 0.678 0.078 0.980  -0.495
5 La -1.094 -0.948 -0.384  1.483

***

No. 4
This record from OMol25 describes a molecular structure, CHLiO2Pt. The level of theory is ωB97M-V with the def2-TZVPD basis set.

Summary:
HOMO-LUMO gap (alpha / beta): 7.1328 / 7.5186 eV
<S²>: 3.781
spin multiplicity: 4
LUMO energy (alpha / beta): -4.708 / -6.809 eV
ΔE to the lowest compared entry with this formula, charge and spin: 82.62 kJ/mol
total charge: +1
HOMO energy (alpha / beta): -11.84 / -14.33 eV

Last column: Mulliken charge in e.
Atoms and positions in Å:
1 O 1.855 0.007 0.837  -0.346
2 C 0.098 0.193 0.161  -0.027
3 O -0.796 -0.652 0.043  -0.556
4 Li -2.642 -0.716 -0.174  0.956
5 Pt 1.633 -0.113 -0.945  0.640
6 H -0.148 1.281 0.078  0.334

***

No. 5
This record from OMol25 describes a molecular structure, CHLuO3. The level of theory is ωB97M-V with the def2-TZVPD basis set.

Summary:
HOMO-LUMO gap: 7.9031 eV
LUMO energy: -12.892 eV
ΔE to the lowest compared entry with this formula, charge and spin: 0.00 kJ/mol
total charge: +2
HOMO energy: -20.80 eV

Last column: Mulliken charge in e.
Atoms and positions in Å:
1 O -1.752 -0.808 0.274  -0.368
2 C -0.644 -0.118 0.201  1.170
3 O -0.356 0.243 -0.998  -0.578
4 O 0.357 -0.410 0.926  -0.548
5 H -1.556 -1.620 -0.327  0.427
6 Lu 1.693 0.841 -0.344  1.897

***

No. 6
This record from OMol25 describes a gas-phase ion, CHN2O4 (charge -1). The level of theory is ωB97M-V with the def2-TZVPD basis set.

Summary:
HOMO-LUMO gap: 9.2603 eV
SMILES: O=C([O-])/N=[N+](\[O-])O
LUMO energy: 4.129 eV
ΔE to the lowest compared entry with this formula, charge and spin: 87.78 kJ/mol
total charge: -1
HOMO energy: -5.13 eV

Last column: Mulliken charge in e.
Atoms and positions in Å:
1 O 1.869 0.367 -1.120  -0.642
2 C 1.443 0.607 -0.003  0.686
3 O 1.917 0.867 1.114  -0.669
4 N -0.130 0.507 0.024  -0.656
5 N -0.611 -0.603 0.118  1.143
6 O -0.275 -1.718 0.349  -0.667
7 O -2.143 -0.420 -0.016  -0.573
8 H -2.071 0.393 -0.465  0.377

***

No. 7
This record from OMol25 describes 2 unconnected molecules or ions with the total composition CHN3O. The level of theory is ωB97M-V with the def2-TZVPD basis set.

Summary:
HOMO-LUMO gap: 7.1829 eV
LUMO energy: -2.085 eV
ΔE to the lowest compared entry with this formula, charge and spin: 507.73 kJ/mol
HOMO energy: -9.27 eV

Last column: Mulliken charge in e.
Atoms and positions in Å:
1 C -1.284 0.136 -0.118  0.383
2 N -2.293 0.075 -0.684  -0.432
3 N 1.341 -0.329 -0.813  0.391
4 N -0.141 0.162 0.446  -0.451
5 O 2.322 -0.419 -0.236  -0.108
6 H 0.056 0.375 1.405  0.218

***

No. 8
This record from OMol25 describes CHN3O2 in the gas phase. The level of theory is ωB97M-V with the def2-TZVPD basis set.

Summary:
HOMO-LUMO gap: 10.6749 eV
SMILES: O=c1nno[nH]1
LUMO energy: 0.046 eV
ΔE to the lowest compared entry with this formula, charge and spin: 320.28 kJ/mol
HOMO energy: -10.63 eV

Last column: Mulliken charge in e.
Atoms and positions in Å:
1 O -1.233 -1.531 -0.374  -0.482
2 C -0.582 -0.565 -0.103  0.388
3 N -1.233 0.797 -0.017  -0.134
4 N -0.215 1.496 -0.244  0.061
5 O 0.981 1.034 -0.002  -0.062
6 N 0.722 -0.412 0.189  -0.038
7 H 1.559 -0.819 0.552  0.268

***

No. 9
This record from OMol25 describes CHN3O2 in the gas phase. The level of theory is ωB97M-V with the def2-TZVPD basis set.

Summary:
HOMO-LUMO gap: 10.9691 eV
SMILES: O=c1nn[nH]o1
LUMO energy: 0.492 eV
ΔE to the lowest compared entry with this formula, charge and spin: 305.57 kJ/mol
HOMO energy: -10.48 eV

Last column: Mulliken charge in e.
Atoms and positions in Å:
1 O 1.487 -0.073 -1.709  -0.493
2 C 0.567 0.066 -0.872  0.500
3 N 0.134 -1.327 -0.231  -0.140
4 N -0.559 -0.910 0.705  -0.150
5 N -0.563 0.404 0.796  0.215
6 O -0.027 1.080 -0.282  -0.180
7 H -1.038 0.760 1.592  0.249

***

No. 10
This record from OMol25 describes CHN3O4 in the gas phase. The level of theory is ωB97M-V with the def2-TZVPD basis set.

Summary:
HOMO-LUMO gap: 10.3634 eV
SMILES: N#CN(OO)[N+](=O)[O-]
LUMO energy: -1.154 eV
ΔE to the lowest compared entry with this formula, charge and spin: 323.82 kJ/mol
HOMO energy: -11.52 eV

Last column: Mulliken charge in e.
Atoms and positions in Å:
1 N 1.335 -3.804 0.021  -0.332
2 C 1.164 -2.681 -0.112  0.440
3 N 1.201 -1.380 -0.247  -0.004
4 O 0.477 -0.619 0.914  -0.130
5 O -0.891 -0.550 0.562  -0.285
6 N 1.541 -0.510 -1.319  1.013
7 O 1.786 -1.165 -2.317  -0.538
8 O 1.785 0.657 -1.150  -0.510
9 H -1.215 0.320 0.397  0.345

***

No. 11
This record from OMol25 describes 2 unconnected molecules or ions with the total composition CHN3OS. The level of theory is ωB97M-V with the def2-TZVPD basis set.

Summary:
HOMO-LUMO gap: 9.9509 eV
SMILES: O=C=NS.N#N
LUMO energy: 0.481 eV
ΔE to the lowest compared entry with this formula, charge and spin: 0.00 kJ/mol
HOMO energy: -9.47 eV

Last column: Mulliken charge in e.
Atoms and positions in Å:
1 O -3.056 -2.537 0.064  -0.398
2 C -2.327 -1.650 -0.114  0.618
3 N -1.769 -0.587 -0.253  -0.298
4 S -0.194 -0.156 -0.706  -0.109
5 H -0.617 0.336 -1.953  0.172
6 N -1.504 2.896 -0.149  0.111
7 N -2.470 3.238 0.314  -0.096

***

No. 12
This record from OMol25 describes 2 unconnected molecules or ions with the total composition CHN3OS. The level of theory is ωB97M-V with the def2-TZVPD basis set.

Summary:
HOMO-LUMO gap: 11.0798 eV
LUMO energy: 0.746 eV
ΔE to the lowest compared entry with this formula, charge and spin: 161.56 kJ/mol
HOMO energy: -10.33 eV

Last column: Mulliken charge in e.
Atoms and positions in Å:
1 C -1.052 0.959 1.048  0.690
2 N 0.828 -1.143 -0.769  0.767
3 N 0.898 -2.258 -0.710  -0.433
4 N 0.533 0.008 -0.804  -0.588
5 O -0.226 1.747 1.233  -0.369
6 S -2.196 -0.057 0.888  -0.311
7 H 1.215 0.744 -0.885  0.244

***

No. 13
This record from OMol25 describes a gas-phase ion, CHN4O2S (charge -1). The level of theory is ωB97M-V with the def2-TZVPD basis set.

Summary:
HOMO-LUMO gap: 9.4038 eV
LUMO energy: 3.793 eV
ΔE to the lowest compared entry with this formula, charge and spin: 9.74 kJ/mol
total charge: -1
HOMO energy: -5.61 eV

Last column: Mulliken charge in e.
Atoms and positions in Å:
1 C 0.038 0.129 -1.029  -0.019
2 N 0.902 -0.464 -1.879  -0.375
3 N 1.577 -1.299 -1.149  -0.286
4 N 1.239 -1.253 0.079  -0.254
5 N 0.259 -0.298 0.206  0.153
6 O -0.408 1.672 1.917  -0.547
7 O -2.247 0.209 1.141  -0.584
8 S -0.849 0.280 1.759  0.565
9 H -0.513 1.023 -1.043  0.347

***

No. 14
This record from OMol25 describes a gas-phase ion, CHN4O3S2 (charge -1). The level of theory is ωB97M-V with the def2-TZVPD basis set.

Summary:
HOMO-LUMO gap: 8.1933 eV
SMILES: O=[S@@](O)(O[S-])=C1N=NN=N1
LUMO energy: 2.811 eV
ΔE to the lowest compared entry with this formula, charge and spin: 261.72 kJ/mol
total charge: -1
HOMO energy: -5.38 eV

Last column: Mulliken charge in e.
Atoms and positions in Å:
1 O -0.869 -1.101 -1.874  -0.533
2 S -0.719 -0.642 -0.549  1.003
3 O -1.966 0.596 -0.176  -0.435
4 O -1.007 -1.644 0.532  -0.400
5 S -1.872 -1.248 2.086  -0.380
6 C 0.754 0.166 -0.357  0.578
7 N 1.479 0.746 -1.331  -0.283
8 N 2.489 1.327 -0.652  -0.297
9 N 2.350 1.187 0.630  -0.397
10 N 1.269 0.427 0.895  -0.147
11 H -1.908 0.186 0.796  0.290

***

No. 15
This record from OMol25 describes 3 unconnected molecules or ions with the total composition CHN5O. The level of theory is ωB97M-V with the def2-TZVPD basis set.

Summary:
HOMO-LUMO gap: 12.2176 eV
SMILES: N=C=O.N#N.N#N
LUMO energy: 1.056 eV
ΔE to the lowest compared entry with this formula, charge and spin: 16.15 kJ/mol
HOMO energy: -11.16 eV

Last column: Mulliken charge in e.
Atoms and positions in Å:
1 N 0.695 1.285 0.381  -0.454
2 C -0.436 0.987 0.729  0.610
3 O -1.336 0.464 1.279  -0.417
4 H 1.066 1.725 -0.433  0.274
5 N -1.749 1.167 -1.592  -0.004
6 N -2.339 2.105 -1.533  -0.006
7 N -0.576 -2.023 2.440  -0.007
8 N -0.504 -2.180 1.356  0.004

***

No. 16
This record from OMol25 describes CHN5O in the gas phase. The level of theory is ωB97M-V with the def2-TZVPD basis set.

Summary:
HOMO-LUMO gap: 7.9137 eV
LUMO energy: -1.607 eV
ΔE to the lowest compared entry with this formula, charge and spin: 966.10 kJ/mol
HOMO energy: -9.52 eV

Last column: Mulliken charge in e.
Atoms and positions in Å:
1 C -1.239 -0.285 -0.165  0.039
2 N -1.358 0.882 -0.001  0.093
3 N -0.474 1.832 0.252  -0.377
4 N 0.697 1.361 0.325  -0.041
5 N 1.488 -0.855 0.421  -0.098
6 N 0.829 0.146 -0.032  0.349
7 O 1.453 -1.932 -0.199  -0.382
8 H -1.397 -1.149 -0.601  0.416

***

No. 17
This record from OMol25 describes 2 unconnected molecules or ions with the total composition CHN5O2S. The level of theory is ωB97M-V with the def2-TZVPD basis set.

Summary:
HOMO-LUMO gap: 7.6994 eV
LUMO energy: 6.052 eV
ΔE to the lowest compared entry with this formula, charge and spin: 0.00 kJ/mol
total charge: -2
HOMO energy: -1.65 eV

Last column: Mulliken charge in e.
Atoms and positions in Å:
1 C -0.835 0.961 -0.444  -0.056
2 N -0.559 1.833 -1.420  -0.379
3 N -2.038 1.199 0.091  -0.397
4 N -1.631 2.627 -1.476  -0.418
5 N -2.505 2.252 -0.584  -0.410
6 N 0.809 -1.291 0.724  -0.438
7 O 1.789 -3.701 0.808  -0.585
8 O 3.257 -1.827 1.439  -0.582
9 S 1.893 -2.225 0.991  0.521
10 H -0.180 0.173 -0.130  0.744

***

No. 18
This record from OMol25 describes 2 unconnected molecules or ions with the total composition CHN5O2S. The level of theory is ωB97M-V with the def2-TZVPD basis set.

Summary:
HOMO-LUMO gap (alpha / beta): 7.0427 / 6.9458 eV
<S²>: 2.018
spin multiplicity: 3
LUMO energy (alpha / beta): 6.373 / 5.749 eV
total charge: -2
HOMO energy (alpha / beta): -0.67 / -1.20 eV

Last column: Mulliken charge in e.
Atoms and positions in Å:
1 C -1.255 -0.011 0.047  0.399
2 N -1.804 0.229 -1.213  -0.264
3 N -2.174 -0.312 0.964  -0.361
4 N -3.063 -0.023 -0.990  -0.410
5 N -3.262 -0.391 0.227  -0.420
6 N 1.185 0.426 0.634  -0.392
7 O 3.279 -1.040 0.122  -0.657
8 O 3.329 1.255 -0.753  -0.649
9 S 2.423 0.016 -0.561  0.522
10 H 1.342 -0.148 1.522  0.233

***

No. 19
This record from OMol25 describes CHNO3 in the gas phase. The level of theory is ωB97M-V with the def2-TZVPD basis set.

Summary:
HOMO-LUMO gap (alpha / beta): 10.5636 / 10.5642 eV
SMILES: O=C1ON1O
LUMO energy (alpha / beta): -0.233 / -0.233 eV
ΔE to the lowest compared entry with this formula, charge and spin: 446.87 kJ/mol
HOMO energy (alpha / beta): -10.80 / -10.80 eV

Last column: Mulliken charge in e.
Atoms and positions in Å:
1 O 1.358 1.453 1.324  -0.490
2 C 0.766 0.488 0.319  0.760
3 O 0.562 0.577 -0.942  -0.213
4 N 0.125 -0.649 -0.106  -0.157
5 O -1.215 -0.664 0.062  -0.277
6 H -1.596 -1.205 -0.657  0.377

***

No. 20
This record from OMol25 describes 2 unconnected molecules or ions with the total composition CHNO3. The level of theory is ωB97M-V with the def2-TZVPD basis set.

Summary:
HOMO-LUMO gap (alpha / beta): 9.1207 / 9.1212 eV
SMILES: O=C=O.N=O
LUMO energy (alpha / beta): -0.546 / -0.546 eV
ΔE to the lowest compared entry with this formula, charge and spin: 46.04 kJ/mol
HOMO energy (alpha / beta): -9.67 / -9.67 eV

Last column: Mulliken charge in e.
Atoms and positions in Å:
1 O -0.998 0.370 -1.606  -0.280
2 C -1.252 0.129 -0.546  0.721
3 O -1.444 -0.080 0.593  -0.404
4 N 0.972 0.019 0.800  -0.009
5 O 1.656 0.599 -0.035  -0.242
6 H 1.066 -1.037 0.795  0.214